A 10-piece molecular cluster, C53H104IN2O12S3 overall in a non-equilibrium geometry. Source: the OMol25 dataset; level of theory: wB97M-V/def2-TZVPD.

Positions of all 175 atoms, in Å:
C  6.056  -0.139  2.918
C  5.093  0.822  1.942
O  4.528  0.150  0.800
C  3.175  -0.454  1.033
C  2.000  0.397  1.734
C  1.682  0.182  3.308
C  2.899  -0.217  4.302
O  2.272  -0.476  5.644
C  3.281  -0.351  6.708
C  3.571  -1.977  1.396
C  2.545  -3.225  1.469
C  1.338  -3.141  2.570
C  -0.091  -2.633  1.879
S  -1.617  -3.269  2.802
C  -3.015  -2.998  1.529
S  -3.312  -4.343  0.476
N  -3.791  -1.706  1.408
C  -5.290  -1.909  1.454
C  -6.006  -1.182  0.130
C  -3.312  -0.635  2.364
C  -3.986  0.840  1.969
N  4.372  -2.336  0.124
C  3.973  -1.567  -0.979
C  4.854  -1.877  -2.310
I  5.832  -0.063  -3.177
C  4.143  -2.799  -3.458
C  2.757  -2.222  -4.093
C  2.758  -0.541  -0.593
S  1.164  -1.336  -1.114
C  2.740  0.879  -1.427
C  1.334  1.708  -1.381
C  1.668  3.220  -2.014
C  2.557  4.168  -1.020
O  2.406  3.896  0.417
C  3.276  4.881  1.115
H  5.668  -0.206  4.019
H  6.237  -1.204  2.415
H  7.145  0.345  2.989
H  5.871  1.621  1.508
H  4.383  1.447  2.624
H  0.937  0.345  1.188
H  2.306  1.548  1.619
H  1.262  1.230  3.704
H  0.784  -0.574  3.531
H  3.487  -1.195  4.054
H  3.681  0.657  4.524
H  4.349  -0.734  6.397
H  3.289  0.767  7.069
H  2.968  -1.013  7.650
H  4.306  -2.210  2.308
H  3.200  -4.171  1.799
H  2.076  -3.569  0.428
H  1.115  -4.272  2.890
H  1.600  -2.589  3.567
H  -0.147  -3.114  0.789
H  -0.163  -1.468  1.782
H  -5.712  -1.337  2.412
H  -5.636  -3.023  1.573
H  -6.794  -0.393  0.537
H  -6.492  -1.959  -0.602
H  -5.188  -0.571  -0.457
H  -3.663  -0.908  3.448
H  -2.144  -0.451  2.347
H  -5.079  0.968  2.407
H  -4.025  0.887  0.788
H  -3.267  1.720  2.330
H  5.107  -3.093  0.064
H  5.794  -2.516  -1.936
H  4.925  -2.869  -4.358
H  4.066  -3.914  -3.039
H  1.875  -2.913  -3.715
H  2.826  -2.368  -5.276
H  2.546  -1.085  -3.924
H  1.351  -2.658  -1.601
H  3.636  1.602  -1.170
H  2.904  0.580  -2.571
H  0.889  1.909  -0.322
H  0.487  1.280  -2.105
H  2.084  3.111  -3.107
H  0.596  3.737  -2.108
H  3.687  4.102  -1.391
H  2.228  5.285  -1.218
H  2.985  5.981  0.755
H  4.402  4.703  0.844
H  3.135  4.835  2.283
C  9.056  -0.421  -0.498
C  10.501  -0.630  -0.865
O  11.294  -1.135  -0.073
C  10.937  -0.197  -2.239
H  8.885  -0.780  0.522
H  8.812  0.644  -0.540
H  8.414  -0.985  -1.180
H  10.778  0.877  -2.359
H  10.379  -0.752  -2.998
H  12.005  -0.409  -2.364
C  -0.338  7.848  -2.399
C  0.634  8.211  -1.308
O  1.494  7.417  -0.928
C  0.512  9.582  -0.699
H  -0.132  6.829  -2.744
H  -1.360  7.887  -2.014
H  -0.222  8.533  -3.242
H  -0.472  9.698  -0.238
H  0.666  10.345  -1.466
H  1.278  9.705  0.075
C  -9.499  -4.732  -0.484
C  -9.515  -3.231  -0.371
O  -8.552  -2.614  0.081
C  -10.755  -2.513  -0.833
H  -8.541  -5.113  -0.114
H  -10.302  -5.158  0.121
H  -9.612  -5.026  -1.531
H  -11.615  -2.841  -0.243
H  -10.925  -2.710  -1.895
H  -10.625  -1.435  -0.692
C  -4.593  -2.804  -4.987
C  -4.505  -2.333  -3.560
O  -5.490  -1.890  -2.971
C  -3.165  -2.427  -2.880
H  -5.620  -2.677  -5.348
H  -3.926  -2.210  -5.616
H  -4.330  -3.863  -5.046
H  -2.434  -1.816  -3.415
H  -2.838  -3.469  -2.845
H  -3.251  -2.053  -1.854
C  -8.665  3.296  2.681
C  -7.221  3.087  2.314
O  -6.427  2.582  3.107
C  -6.784  3.519  0.940
H  -8.836  2.937  3.701
H  -8.909  4.360  2.639
H  -9.307  2.731  2.000
H  -6.944  4.594  0.821
H  -7.342  2.965  0.181
H  -5.717  3.308  0.815
C  -1.859  12.747  -0.327
C  -0.887  13.110  0.764
O  -0.028  12.316  1.143
C  -1.009  14.481  1.373
H  -1.653  11.728  -0.672
H  -2.881  12.786  0.058
H  -1.743  13.432  -1.171
H  -1.993  14.597  1.834
H  -0.855  15.244  0.605
H  -0.243  14.604  2.147
C  -3.236  -10.467  0.118
C  -3.794  -9.161  -0.380
O  -4.557  -9.118  -1.344
C  -3.384  -7.908  0.347
H  -3.618  -11.285  -0.502
H  -2.145  -10.455  0.048
H  -3.550  -10.635  1.151
H  -2.300  -7.783  0.288
H  -3.704  -7.963  1.391
H  -3.863  -7.042  -0.122
C  12.660  -1.285  2.720
C  12.716  -2.271  3.857
O  13.180  -1.957  4.952
C  12.181  -3.655  3.602
H  13.080  -0.329  3.049
H  13.250  -1.656  1.878
H  11.622  -1.126  2.417
H  12.750  -4.131  2.799
H  11.122  -3.601  3.338
H  12.286  -4.257  4.511
C  -9.233  -5.264  -7.284
C  -8.398  -4.238  -6.567
O  -7.558  -3.567  -7.165
C  -8.629  -4.066  -5.089
H  -8.958  -5.280  -8.344
H  -9.050  -6.255  -6.861
H  -10.292  -5.005  -7.202
H  -8.418  -5.003  -4.568
H  -9.660  -3.753  -4.909
H  -7.955  -3.292  -4.705

The HOMO energy comes out at -9.74 eV. The value obtained for the relative energy (zero: lowest compared OMol25 entry of this formula, charge and spin) is 12.888 eV. Its spin multiplicity is 1. Its largest force on an atom is 4.6 eV/Å. The charge is +1. Its HOMO-LUMO gap is 5.7 eV.



C42H108FN6O31P4Pt2 as an isolated structure in a non-equilibrium geometry. Source: the OMol25 dataset; level of theory: wB97M-V/def2-TZVPD.

Positions of all 194 atoms, in Å:
Pt  -15.457  6.421  11.966
Pt  -16.694  8.176  14.685
C  -12.765  9.267  16.468
N  -11.407  9.015  15.847
C  -10.504  10.287  15.989
C  -10.662  7.849  16.615
C  -11.547  8.545  14.355
C  -11.473  9.616  13.286
O  -12.510  10.613  13.550
H  -12.638  9.975  17.288
H  -13.113  8.267  16.726
H  -13.377  9.788  15.733
H  -9.502  10.275  15.559
H  -10.410  10.652  17.011
H  -10.967  11.034  15.343
H  -9.629  7.847  16.265
H  -11.248  6.933  16.540
H  -10.781  8.248  17.622
H  -12.466  7.962  14.408
H  -10.718  7.859  14.183
H  -11.499  9.121  12.315
H  -10.528  10.152  13.192
H  -13.338  10.143  13.428
C  -15.025  6.012  14.565
O  -14.271  5.607  13.697
O  -14.836  6.976  15.260
O  -16.184  6.103  14.251
C  -15.377  9.103  12.427
O  -15.365  9.596  13.482
O  -14.464  8.418  11.978
O  -16.387  8.430  12.424
C  -10.537  13.415  12.666
C  -11.373  14.203  13.594
C  -11.706  15.488  12.883
O  -10.650  16.438  12.989
C  -11.095  17.725  12.554
N  -12.618  13.391  13.812
H  -9.947  12.649  13.169
H  -9.774  14.121  12.340
H  -10.876  12.813  11.822
H  -10.844  14.523  14.492
H  -12.690  15.869  13.153
H  -11.909  15.321  11.825
H  -11.376  17.791  11.503
H  -10.331  18.502  12.572
H  -12.034  17.916  13.075
H  -12.487  12.456  13.451
H  -12.624  13.222  14.808
C  -13.645  5.182  8.661
C  -13.257  4.487  10.054
C  -11.741  4.239  10.173
O  -11.299  3.268  9.260
C  -9.944  2.843  9.434
N  -13.514  5.595  10.907
H  -13.696  4.360  7.947
H  -12.965  5.945  8.282
H  -14.611  5.681  8.598
H  -13.882  3.649  10.364
H  -11.689  3.959  11.225
H  -11.211  5.151  9.900
H  -9.239  3.673  9.395
H  -9.593  2.248  8.590
H  -9.819  2.297  10.370
H  -12.931  6.322  10.517
H  -13.088  5.247  11.754
C  -8.595  3.989  15.153
C  -9.462  3.932  13.834
C  -9.011  4.924  12.786
O  -9.421  6.237  13.002
C  -8.964  7.070  11.914
N  -9.546  2.581  13.325
H  -8.515  5.050  15.393
H  -7.552  3.679  15.092
H  -9.119  3.643  16.044
H  -10.502  4.204  14.014
H  -9.476  4.525  11.885
H  -7.928  4.799  12.784
H  -9.511  8.008  11.814
H  -9.273  6.581  10.990
H  -7.879  7.132  11.832
H  -9.756  1.964  14.096
H  -10.338  2.676  12.704
C  -15.995  10.482  18.178
C  -16.239  9.458  17.173
C  -17.093  8.327  17.696
O  -17.550  7.676  16.515
C  -18.118  6.360  16.789
N  -16.685  10.092  15.896
H  -15.598  11.344  17.641
H  -15.386  10.098  18.997
H  -16.956  10.768  18.604
H  -15.309  8.932  16.960
H  -17.953  8.633  18.291
H  -16.447  7.764  18.370
H  -18.937  6.404  17.506
H  -17.265  5.736  17.058
H  -18.581  5.942  15.895
H  -17.308  10.833  16.185
H  -15.971  10.589  15.382
C  -13.910  9.124  8.755
C  -12.379  9.055  8.985
C  -11.741  10.393  9.502
O  -11.611  11.206  8.305
C  -11.237  12.542  8.415
N  -11.996  8.048  10.015
H  -14.293  8.360  8.078
H  -14.026  10.091  8.265
H  -14.624  9.124  9.578
H  -11.851  8.833  8.058
H  -10.762  10.403  9.980
H  -12.308  10.710  10.377
H  -10.212  12.740  8.728
H  -11.882  13.225  8.967
H  -11.370  12.844  7.376
H  -12.527  8.280  10.842
H  -11.047  8.295  10.255
C  -17.537  3.175  14.352
O  -18.195  3.000  13.018
P  -17.195  3.235  11.783
O  -16.376  4.430  11.774
O  -16.378  1.872  11.896
C  -15.173  1.812  12.587
O  -18.099  2.964  10.400
C  -18.043  1.822  9.594
H  -17.884  4.100  14.813
H  -16.447  3.191  14.326
H  -17.766  2.435  15.119
H  -14.673  2.770  12.730
H  -14.418  1.337  11.959
H  -15.170  1.261  13.527
H  -17.689  1.016  10.238
H  -17.206  1.859  8.897
H  -19.002  1.656  9.103
C  -20.381  5.785  13.391
O  -20.943  6.704  14.291
P  -20.307  8.162  14.414
O  -18.863  8.367  14.191
O  -21.321  9.066  13.621
C  -21.312  9.026  12.174
O  -20.698  8.469  15.920
C  -20.713  9.893  16.323
H  -21.007  5.600  12.519
H  -20.168  4.881  13.961
H  -19.426  5.977  12.903
H  -20.633  9.778  11.772
H  -22.321  9.053  11.763
H  -20.839  8.126  11.780
H  -19.715  10.330  16.282
H  -20.816  9.925  17.407
H  -21.504  10.491  15.869
C  -21.620  13.766  12.507
O  -20.239  14.091  12.968
P  -19.490  13.096  14.012
O  -18.193  13.543  14.595
O  -20.562  12.951  15.225
C  -21.047  14.040  16.050
O  -19.507  11.741  13.196
C  -18.431  11.341  12.378
H  -22.277  13.249  13.206
H  -21.680  13.099  11.648
H  -22.219  14.672  12.415
H  -20.659  13.959  17.066
H  -22.127  14.048  16.192
H  -20.737  15.003  15.645
H  -18.247  10.294  12.618
H  -17.484  11.881  12.387
H  -18.798  11.394  11.353
C  -17.293  4.798  7.412
O  -16.817  6.074  7.853
P  -17.507  6.916  9.058
O  -17.023  6.572  10.401
O  -17.327  8.436  8.603
C  -17.843  9.531  9.254
O  -19.163  6.829  8.973
C  -19.733  7.022  7.708
H  -16.351  4.473  6.971
H  -17.991  4.806  6.575
H  -17.575  4.124  8.220
H  -18.120  10.348  8.588
H  -17.008  9.907  9.846
H  -18.620  9.417  10.010
H  -18.954  7.191  6.965
H  -20.220  7.990  7.823
H  -20.476  6.298  7.373
C  -15.998  13.672  11.718
C  -14.978  12.534  11.461
O  -13.827  13.112  10.827
C  -14.111  14.431  10.598
O  -13.466  15.173  9.875
O  -15.225  14.739  11.209
F  -15.557  11.721  10.595
H  -16.240  13.863  12.763
H  -16.912  13.662  11.125
H  -14.632  12.039  12.368

The HOMO energy (spin up / spin down) comes out at -8.37 / -8.32 eV. Its spin multiplicity is 5. Its largest force on an atom is 15.4 eV/Å. The charge is +1. Its HOMO-LUMO gap (spin up / spin down) is 6.7 / 6.6 eV.



C19H32BBr8N2O3 as an isolated structure in a non-equilibrium geometry. Source: the OMol25 dataset; level of theory: wB97M-V/def2-TZVPD.

Positions of all 65 atoms, in Å:
C  0.307  2.427  2.213
C  0.597  0.839  2.112
B  0.837  0.339  0.600
O  0.227  -0.945  0.223
C  1.722  1.104  -0.521
C  1.257  0.959  -2.017
N  2.023  1.587  -3.094
C  1.577  1.387  -4.525
C  1.574  -0.217  -4.762
C  2.613  -1.243  -4.095
N  0.614  -0.706  -5.550
C  3.219  2.368  -2.893
C  3.797  2.619  -1.461
C  3.010  1.945  -0.275
C  3.558  2.112  1.246
O  3.583  3.221  1.822
O  4.084  0.868  1.858
H  0.012  2.787  1.165
H  1.221  3.034  2.564
H  -0.530  2.594  2.986
H  1.520  0.507  2.732
H  -0.305  0.283  2.584
H  -0.636  -0.784  -0.223
H  0.318  0.349  -2.237
H  0.558  1.853  -4.752
H  2.374  1.811  -5.247
H  3.577  -1.274  -4.712
H  2.120  -2.286  -3.981
H  2.921  -0.950  -3.013
H  0.778  -1.732  -5.535
H  3.787  2.814  -3.785
H  4.759  3.218  -1.267
H  4.173  0.266  1.067
Br  -2.325  -0.031  4.853
C  -4.018  -0.052  3.877
C  -3.876  -0.723  2.530
Br  -3.009  0.448  1.234
H  -4.359  0.982  3.813
H  -4.702  -0.616  4.513
H  -4.856  -0.937  2.103
H  -3.291  -1.642  2.567
Br  1.295  -4.685  -5.227
C  0.292  -4.780  -3.557
C  0.950  -5.719  -2.576
Br  0.605  -7.580  -3.041
H  -0.727  -5.069  -3.814
H  0.289  -3.759  -3.169
H  0.525  -5.593  -1.579
H  2.032  -5.600  -2.523
Br  -5.528  0.898  -2.622
C  -7.191  0.733  -1.617
C  -6.927  0.368  -0.178
Br  -6.477  -1.521  0.002
H  -7.808  0.002  -2.141
H  -7.662  1.715  -1.685
H  -7.826  0.504  0.425
H  -6.107  0.934  0.267
Br  0.665  -0.042  6.150
C  2.401  0.783  6.534
C  2.669  2.052  5.748
Br  3.189  1.686  3.899
H  3.149  0.010  6.355
H  2.358  1.005  7.602
H  3.525  2.578  6.175
H  1.815  2.729  5.706

The HOMO energy comes out at -11.65 eV. Its spin multiplicity is 1. Its largest force on an atom is 6.0 eV/Å. The charge is +1. Its HOMO-LUMO gap is 6.6 eV.



A 2-piece molecular cluster, N3O5S overall in a non-equilibrium geometry. Source: the OMol25 dataset; level of theory: wB97M-V/def2-TZVPD.

Positions of all 9 atoms, in Å:
N  -0.349  0.451  1.601
N  0.759  -0.988  0.569
N  -1.264  0.910  1.130
O  0.741  1.041  -0.908
O  -1.077  -0.383  -1.172
O  -2.263  1.443  0.978
O  1.950  -1.045  0.848
O  1.160  -1.123  -2.003
S  0.343  -0.305  -1.044

The HOMO energy (spin up / spin down) comes out at -4.59 / -4.59 eV. The value obtained for the relative energy (zero: lowest compared OMol25 entry of this formula, charge and spin) is 0.712 eV. Its spin multiplicity is 1. Its largest force on an atom is 5.3 eV/Å. The charge is -1. Its HOMO-LUMO gap (spin up / spin down) is 7.9 / 7.9 eV.